1.
Computed, not measured: a single C4H5NS molecule in a non-equilibrium geometry, with ωB97M-V/def2-TZVPD.

The geometry in XYZ format:
```
11
Properties=species:S:1:pos:R:3
S -1.754 -0.562 0.476
C -0.261 0.601 0.174
C 0.976 -0.029 0.711
C 2.317 0.700 0.553
N 3.011 -0.582 0.179
C 1.789 -0.869 -0.147
H -2.336 -0.398 -0.721
H -0.353 0.715 -0.990
H -0.622 1.490 0.669
H 0.777 -0.519 1.647
H 1.378 -1.375 -1.079
```

Values from the calculation:
- SMILES = SC[C@@H]1C2=N[C@H]21
- frontier orbital gap (eV) = 9.53
- charge = 0

Results of the Löwdin charge analysis, in e, for atoms 1 through 2:
1 S 0.643
2 C -0.466

2.
Computed, not measured: a single C4H5NS2 molecule in a non-equilibrium geometry, with ωB97M-V/def2-TZVPD.

The geometry in XYZ format:
```
12
Properties=species:S:1:pos:R:3
S 2.624 -0.665 0.034
C 1.164 0.083 -0.038
C 0.745 1.548 -0.061
C -0.780 1.533 0.051
C -1.170 0.038 0.021
S -2.614 -0.675 0.005
N 0.010 -0.624 -0.077
H 1.187 2.100 -0.946
H 1.194 2.044 0.802
H -1.353 2.057 -0.726
H -1.124 2.032 0.973
H 0.114 -1.644 -0.037
```

Values from the calculation:
- SMILES = S=C1CCC(=S)N1
- frontier orbital gap (eV) = 8.34
- charge = 0

Results of the Löwdin charge analysis, in e, for atoms 1 through 2:
1 S 0.668
2 C -0.820

3.
Computed, not measured: 2 unconnected molecules or ions with the total composition C4H5NS2 in a non-equilibrium geometry, with ωB97M-V/def2-TZVPD.

The geometry in XYZ format:
```
12
Properties=species:S:1:pos:R:3
C 0.216 -0.577 -0.239
C -0.378 1.689 -1.051
C 0.207 0.482 -1.176
C -0.139 -1.806 -0.111
N 1.521 0.012 1.431
S -1.311 0.141 2.630
S 0.652 0.084 2.657
H -0.243 2.466 -1.908
H -0.768 2.024 -0.010
H 0.761 0.341 -2.134
H 0.108 -2.354 0.761
H -0.625 -2.502 -0.851
```

Values from the calculation:
- frontier orbital gap (alpha / beta) (eV) = 7.71 / 7.71
- charge = 0

Results of the Löwdin charge analysis, in e, for atoms 1 through 2:
1 C -0.186
2 C 0.030

Relative energy (zero: lowest compared OMol25 entry of this formula, charge and spin) (eV)
4.8776; 0.0000; 5.4163